{
  "formula": "C56H118N8O29P2",
  "method": "ωB97M-V/def2-TZVPD",
  "homo_energy_ev": -8.1728,
  "energy_ha": -5507.48976,
  "species": ["N", "C", "C", "C", "C", "H", "H", "H", "H", "H", "N", "C", "C", "C", "C", "H", "H", "H", "H", "H", "O", "P", "N", "C", "C", "N", "C", "C", "N", "C", "C", "H", "H", "H", "H", "H", "H", "H", "H", "H", "H", "H", "H", "H", "H", "H", "H", "H", "H", "O", "P", "N", "C", "C", "N", "C", "C", "N", "C", "C", "H", "H", "H", "H", "H", "H", "H", "H", "H", "H", "H", "H", "H", "H", "H", "H", "H", "H", "C", "C", "O", "C", "O", "O", "C", "H", "H", "H", "H", "H", "H", "H", "H", "C", "C", "O", "C", "O", "O", "C", "H", "H", "H", "H", "H", "H", "H", "H", "C", "C", "O", "C", "O", "O", "C", "H", "H", "H", "H", "H", "H", "H", "H", "C", "C", "O", "C", "O", "O", "C", "H", "H", "H", "H", "H", "H", "H", "H", "C", "C", "O", "C", "O", "O", "C", "H", "H", "H", "H", "H", "H", "H", "H", "C", "C", "O", "C", "O", "O", "C", "H", "H", "H", "H", "H", "H", "H", "H", "C", "C", "O", "C", "O", "O", "C", "H", "H", "H", "H", "H", "H", "H", "H", "C", "C", "O", "C", "O", "O", "C", "H", "H", "H", "H", "H", "H", "H", "H", "C", "C", "O", "C", "O", "O", "C", "H", "H", "H", "H", "H", "H", "H", "H"],
  "positions_angstrom": [[-9.390, 16.950, -8.085], [-9.462, 17.305, -9.410], [-10.125, 18.505, -9.491], [-10.450, 18.891, -8.156], [-10.000, 17.914, -7.320], [-9.018, 16.086, -7.736], [-9.036, 16.679, -10.175], [-10.334, 19.078, -10.378], [-10.853, 19.862, -7.923], [-10.036, 17.832, -6.247], [-11.423, 16.693, -3.304], [-11.902, 15.519, -2.814], [-13.252, 15.455, -3.079], [-13.561, 16.581, -3.887], [-12.430, 17.346, -3.979], [-10.458, 16.992, -3.221], [-11.334, 14.837, -2.204], [-13.896, 14.710, -2.645], [-14.509, 16.843, -4.323], [-12.226, 18.266, -4.495], [-9.793, 24.230, -11.258], [-8.722, 24.566, -10.305], [-8.554, 26.199, -10.053], [-9.355, 27.135, -10.802], [-7.325, 26.746, -9.533], [-7.203, 24.049, -10.733], [-6.485, 23.003, -9.993], [-6.589, 24.546, -11.948], [-9.003, 23.905, -8.800], [-9.579, 22.572, -8.757], [-8.422, 24.370, -7.547], [-9.228, 28.151, -10.423], [-10.421, 26.911, -10.742], [-9.116, 27.147, -11.873], [-7.537, 27.591, -8.875], [-6.643, 27.060, -10.337], [-6.746, 25.991, -9.002], [-6.011, 23.501, -9.136], [-7.115, 22.226, -9.565], [-5.729, 22.543, -10.618], [-6.360, 25.612, -11.877], [-5.673, 23.999, -12.160], [-7.230, 24.377, -12.820], [-8.830, 21.809, -8.506], [-10.370, 22.533, -8.000], [-10.028, 22.345, -9.721], [-9.135, 24.122, -6.750], [-8.385, 25.459, -7.528], [-7.464, 23.891, -7.321], [-7.248, 31.986, -5.916], [-7.663, 30.575, -5.880], [-8.527, 30.076, -4.551], [-9.855, 30.653, -4.393], [-7.815, 29.866, -3.316], [-6.350, 29.567, -5.984], [-6.369, 28.148, -5.755], [-5.162, 30.009, -6.717], [-8.706, 30.215, -7.121], [-8.667, 30.984, -8.347], [-9.471, 28.984, -7.178], [-10.289, 30.301, -3.452], [-10.506, 30.364, -5.212], [-9.825, 31.745, -4.276], [-8.423, 29.223, -2.666], [-7.577, 30.790, -2.775], [-6.892, 29.306, -3.421], [-7.046, 27.870, -4.953], [-6.668, 27.611, -6.668], [-5.404, 27.771, -5.404], [-5.285, 29.672, -7.757], [-5.059, 31.089, -6.671], [-4.290, 29.503, -6.303], [-9.681, 31.103, -8.740], [-8.265, 31.978, -8.151], [-8.044, 30.529, -9.132], [-9.093, 28.358, -8.000], [-10.544, 29.137, -7.327], [-9.339, 28.435, -6.246], [-10.119, 20.705, -5.142], [-10.565, 22.073, -4.694], [-9.458, 22.900, -4.390], [-9.671, 24.147, -4.021], [-10.728, 24.697, -3.910], [-8.488, 24.759, -3.931], [-8.556, 26.126, -3.705], [-9.572, 20.758, -6.086], [-11.024, 20.146, -5.380], [-9.491, 20.213, -4.396], [-11.252, 21.979, -3.847], [-11.234, 22.463, -5.471], [-9.121, 26.749, -4.405], [-7.572, 26.579, -3.635], [-9.003, 26.374, -2.732], [-14.923, 30.296, -7.365], [-14.365, 30.624, -5.993], [-13.262, 29.766, -5.715], [-13.411, 28.907, -4.712], [-14.410, 28.731, -4.066], [-12.265, 28.258, -4.562], [-12.172, 27.322, -3.450], [-15.707, 30.971, -7.698], [-15.261, 29.257, -7.367], [-14.133, 30.333, -8.122], [-15.142, 30.566, -5.231], [-14.010, 31.658, -5.944], [-12.606, 27.745, -2.552], [-11.107, 27.177, -3.423], [-12.772, 26.454, -3.699], [-3.905, 23.124, -4.837], [-5.020, 23.485, -5.818], [-5.027, 22.496, -6.883], [-5.944, 21.547, -6.834], [-6.885, 21.517, -6.088], [-5.659, 20.667, -7.788], [-6.385, 19.450, -7.869], [-3.828, 22.044, -4.741], [-4.117, 23.587, -3.874], [-2.956, 23.518, -5.199], [-4.813, 24.411, -6.343], [-5.999, 23.465, -5.341], [-5.659, 18.645, -7.979], [-6.989, 19.409, -8.782], [-7.064, 19.253, -7.046], [-6.732, 29.793, 1.993], [-7.720, 30.015, 0.863], [-9.016, 29.537, 1.232], [-9.530, 28.532, 0.543], [-8.925, 27.769, -0.168], [-10.822, 28.470, 0.822], [-11.664, 27.671, -0.003], [-6.551, 28.730, 2.167], [-7.029, 30.260, 2.933], [-5.740, 30.180, 1.741], [-7.333, 29.474, 0.002], [-7.745, 31.068, 0.586], [-11.081, 27.220, -0.803], [-12.414, 28.289, -0.497], [-12.179, 26.893, 0.554], [-6.096, 22.901, -1.910], [-6.640, 21.737, -2.733], [-7.000, 20.618, -1.943], [-8.160, 20.639, -1.296], [-8.876, 21.595, -1.129], [-8.370, 19.419, -0.811], [-9.465, 19.254, 0.069], [-6.895, 23.361, -1.329], [-5.713, 23.674, -2.579], [-5.242, 22.577, -1.316], [-5.762, 21.419, -3.298], [-7.404, 22.036, -3.446], [-9.352, 19.878, 0.955], [-9.499, 18.208, 0.356], [-10.410, 19.503, -0.418], [-5.277, 25.861, -0.072], [-6.002, 26.396, -1.297], [-5.602, 27.761, -1.421], [-4.790, 28.144, -2.405], [-4.235, 27.431, -3.194], [-4.766, 29.466, -2.360], [-3.968, 30.196, -3.290], [-5.632, 26.436, 0.791], [-4.208, 26.040, -0.170], [-5.517, 24.837, 0.208], [-7.074, 26.308, -1.136], [-5.779, 25.822, -2.195], [-2.990, 30.301, -2.815], [-4.402, 31.181, -3.431], [-3.830, 29.745, -4.265], [-6.025, 18.309, -4.466], [-7.286, 17.522, -4.814], [-7.257, 16.234, -4.203], [-7.939, 16.006, -3.099], [-8.670, 16.761, -2.514], [-7.724, 14.738, -2.754], [-8.304, 14.324, -1.525], [-5.179, 17.876, -5.000], [-5.803, 18.276, -3.401], [-6.187, 19.339, -4.790], [-7.292, 17.422, -5.899], [-8.186, 18.096, -4.584], [-8.256, 13.244, -1.469], [-9.328, 14.677, -1.424], [-7.746, 14.744, -0.684], [-16.715, 19.444, -3.054], [-15.714, 19.914, -4.109], [-15.791, 21.334, -4.233], [-14.762, 21.904, -4.829], [-13.853, 21.315, -5.366], [-14.895, 23.210, -4.715], [-13.819, 24.049, -5.160], [-17.615, 20.050, -3.018], [-16.224, 19.368, -2.084], [-16.968, 18.405, -3.284], [-15.864, 19.438, -5.078], [-14.722, 19.647, -3.747], [-13.078, 24.104, -4.358], [-14.222, 25.061, -5.194], [-13.403, 23.736, -6.111], [-11.847, 22.979, 0.190], [-12.147, 22.657, -1.282], [-13.541, 22.643, -1.568], [-14.160, 23.820, -1.642], [-13.618, 24.895, -1.584], [-15.431, 23.587, -1.926], [-16.310, 24.706, -1.925], [-12.536, 23.758, 0.526], [-10.882, 23.483, 0.237], [-11.936, 22.098, 0.818], [-11.720, 21.690, -1.520], [-11.662, 23.441, -1.864], [-17.289, 24.316, -2.182], [-16.026, 25.422, -2.695], [-16.327, 25.154, -0.934]],
  "atomic_forces_ev_per_a": [[-0.162, 0.260, -0.118], [-0.126, 0.087, 0.005], [0.297, -0.239, 0.388], [0.163, 0.487, -0.741], [0.233, -0.178, 0.203], [-0.014, -0.057, 0.009], [-0.041, -0.038, -0.009], [0.030, -0.068, -0.089], [-0.281, -0.196, 0.325], [-0.051, -0.042, 0.009], [0.132, 0.133, -0.523], [-0.747, -0.021, 0.687], [0.600, -0.072, -0.127], [-0.338, 0.282, 0.294], [0.545, -0.355, 0.082], [-0.241, -0.023, 0.052], [0.221, 0.187, -0.071], [-0.185, -0.101, -0.371], [-0.093, -0.039, 0.033], [-0.100, 0.122, -0.059], [-0.017, 0.239, -0.115], [-0.039, -0.243, 0.454], [0.065, -0.016, 0.130], [-0.702, 0.287, -0.630], [0.706, -0.197, -0.372], [0.109, -0.732, 0.103], [-0.067, 1.023, 0.680], [-0.318, -0.086, -0.406], [0.063, 0.018, -0.155], [-0.023, 0.003, 0.163], [-0.894, -0.056, -0.112], [0.150, -0.067, 0.143], [0.078, -0.174, 0.113], [0.143, 0.032, 0.088], [0.184, -0.019, -0.011], [-0.166, 0.351, 0.030], [-0.202, 0.018, 0.244], [0.406, -0.433, -0.062], [-0.200, -0.022, -0.345], [0.040, -0.041, -0.047], [0.082, 0.013, -0.107], [0.142, 0.079, 0.175], [-0.086, 0.164, 0.076], [-0.098, -0.063, 0.028], [0.041, -0.002, 0.024], [0.031, -0.060, -0.033], [0.227, -0.212, -0.015], [0.384, -0.011, -0.140], [0.038, 0.210, 0.084], [0.268, 0.224, -0.209], [-0.309, -0.085, -0.304], [0.414, -0.498, -0.376], [-0.139, 0.330, 0.507], [-0.127, -0.386, 0.910], [0.852, 0.391, 1.083], [-0.394, -0.519, -0.138], [-0.789, -0.419, -0.290], [-0.477, 0.246, 0.056], [-0.035, 0.256, -0.124], [0.531, -0.343, -0.162], [0.033, -0.308, -0.170], [-0.061, 0.116, 0.010], [0.053, -0.022, -0.313], [-0.095, 0.256, 0.088], [-0.051, 0.017, -0.043], [0.099, 0.227, -0.437], [-0.311, 0.214, -0.228], [0.116, -0.213, 0.151], [0.162, 0.212, -0.275], [0.392, 0.260, -0.070], [0.002, 0.001, -0.015], [0.113, 0.120, -0.014], [0.026, -0.036, -0.021], [-0.010, -0.045, 0.083], [-0.098, -0.135, 0.094], [-0.298, -0.021, 0.159], [0.018, 0.222, -0.031], [-0.089, -0.038, -0.042], [0.324, 0.288, -0.361], [-1.697, -0.660, -0.035], [0.648, -0.240, 0.047], [0.029, -0.004, -0.951], [-0.565, 0.046, 0.332], [0.496, -0.663, -0.242], [-0.322, 2.353, 1.425], [0.249, 0.091, 0.165], [-0.037, -0.207, 0.329], [-0.143, -0.135, -0.001], [0.397, 0.123, 0.271], [0.520, 0.551, -0.091], [-0.065, -0.681, -0.528], [0.329, -0.664, -0.230], [-0.096, -0.389, 0.021], [0.612, -0.491, -0.250], [-0.739, 0.897, -0.332], [0.135, 0.254, -0.014], [0.067, -0.471, 0.145], [-0.151, -0.010, 0.219], [0.060, 0.186, 0.151], [-0.765, 0.671, -0.947], [-0.159, -0.023, 0.261], [-0.317, 0.146, 0.000], [0.042, 0.145, 0.130], [0.162, -0.424, 0.061], [0.295, -0.151, -0.151], [0.176, 0.232, 0.054], [0.068, -0.584, 0.477], [0.396, -0.337, 0.072], [-0.205, 0.564, -0.360], [0.191, -0.785, -0.062], [0.453, 0.328, -0.091], [-0.171, 0.065, -0.172], [-0.341, -0.371, 0.378], [0.237, -0.104, -0.103], [-0.422, -0.682, -0.688], [-0.042, -0.053, 0.166], [0.154, -0.105, 0.038], [0.093, -0.149, 0.042], [-0.202, 0.238, 0.206], [-0.021, 0.262, -0.059], [0.094, 0.064, 0.286], [0.017, 0.399, 0.049], [0.147, 0.358, 0.262], [0.412, -0.164, 0.281], [1.350, -0.435, 0.037], [-0.051, 0.791, 0.029], [0.106, -0.567, -0.035], [0.101, 0.076, -0.379], [-0.694, 0.317, 0.264], [0.082, -0.381, -0.827], [-0.337, -0.027, 0.037], [-0.153, -0.021, -0.074], [-0.203, 0.232, -0.207], [-0.300, -0.136, -0.174], [-0.584, 0.039, 0.184], [0.093, -0.206, 0.161], [0.046, 0.308, 0.382], [0.199, 0.052, 0.286], [-0.589, 0.151, -0.202], [1.400, 1.064, -0.287], [-0.217, -0.633, -0.056], [0.008, 0.203, 0.374], [-0.108, -0.002, -0.246], [0.433, -0.213, -0.177], [-0.624, 0.164, 0.207], [0.202, -0.077, 0.317], [-0.148, -0.104, -0.128], [-0.212, -0.030, 0.301], [-0.347, -0.502, -0.227], [-0.288, -0.116, 0.218], [0.036, 0.030, -0.032], [0.204, -0.051, -0.082], [0.067, 0.077, -0.056], [-0.359, 0.438, 0.500], [0.503, -1.118, 0.404], [-0.718, 0.293, -0.006], [-0.477, -0.172, 0.085], [0.295, -0.195, -0.301], [-0.232, 0.494, -0.156], [0.901, 0.150, 0.319], [0.170, 0.166, -0.083], [0.067, -0.323, 0.031], [0.177, -0.181, -0.492], [-0.089, 0.665, -0.036], [0.301, 0.251, -0.092], [0.095, 0.155, -0.234], [-0.275, -0.061, 0.194], [-0.288, -0.471, 0.091], [-0.267, -0.294, -0.044], [0.385, 1.111, -0.080], [0.142, -0.153, -0.668], [-0.173, -0.503, -0.056], [-0.042, 0.494, 0.109], [0.230, -0.140, -0.103], [-0.118, 0.326, 0.748], [0.070, 0.108, 0.003], [-0.167, 0.165, 0.051], [0.195, 0.037, 0.102], [-0.136, -0.678, 0.075], [-0.038, -0.283, 0.476], [0.027, -0.066, -0.256], [-0.016, -0.107, -0.166], [0.060, -0.023, -0.114], [0.481, -0.605, -0.347], [0.036, -0.496, 0.627], [-0.480, -0.006, 0.199], [0.564, -0.273, -0.072], [0.205, 0.168, -0.023], [-0.252, 0.687, -0.291], [-0.009, 0.325, 0.874], [-0.025, 0.022, 0.031], [-0.193, 0.494, 0.128], [-0.257, 0.132, -0.103], [-0.092, 0.154, -0.054], [0.129, 0.017, -0.295], [0.281, -0.375, -0.335], [-0.247, -0.139, -0.391], [0.019, -0.083, -0.014], [-0.542, 0.557, -0.573], [0.907, 1.027, 0.897], [-0.345, -0.670, 0.073], [0.415, -0.087, -0.917], [-0.160, 0.268, 0.364], [-0.171, -0.320, 0.516], [-0.051, 0.064, -0.279], [-0.178, -0.226, 0.077], [0.289, -0.561, 0.199], [0.214, 0.072, 0.205], [-0.310, -0.129, -0.333], [-0.133, -0.191, -0.330], [-0.003, -0.115, 0.104], [0.157, 0.137, 0.168], [-0.003, 0.204, -0.057]]
}